The following is a DFT calculation (ωB97M-V with the def2-TZVPD basis set) of a molecular structure, C28H32HfN7O2S.

Each line ends with the Löwdin charge.
Element x y z (Å)
Hf  0.619  0.088  -0.440  1.702
S  3.708  -3.110  0.125  1.015
O  -0.490  -1.607  -0.101  -0.245
O  0.948  0.899  -2.337  -0.196
N  1.078  -3.853  -0.342  0.150
N  2.151  -4.720  1.470  0.083
N  -0.087  2.275  -0.140  -0.088
N  -1.834  -0.163  -1.884  0.083
N  0.198  -1.776  -1.299  -0.240
N  2.534  -0.669  -0.509  -0.243
N  1.048  0.068  2.014  -0.251
C  0.271  4.322  -4.541  -0.079
C  0.718  2.603  2.181  -0.158
C  -4.175  0.098  -2.276  -0.046
C  -2.951  0.552  -1.808  -0.111
C  0.993  -3.042  -1.499  -0.357
C  2.618  -2.830  -3.337  0.004
C  -0.144  3.211  -1.040  -0.076
C  1.753  -3.630  -4.216  -0.057
C  2.291  -2.561  -2.074  -0.185
C  -3.077  -1.919  -2.938  0.012
C  0.718  1.984  -3.020  -0.331
C  3.381  0.403  -0.009  -0.234
C  -0.024  4.307  -3.206  -0.036
C  0.509  -3.961  -3.868  -0.032
C  -1.902  -1.381  -2.457  -0.208
C  2.456  -0.397  2.225  -0.215
C  3.536  0.411  1.532  -0.148
C  1.017  2.021  -4.395  0.000
C  2.143  -3.933  0.358  -0.690
C  0.183  3.149  -2.424  -0.148
C  -0.463  2.699  1.216  -0.208
C  -0.055  -3.480  -2.574  -0.112
C  3.155  -1.801  -1.110  -0.503
C  0.796  3.159  -5.132  -0.052
C  -4.238  -1.162  -2.844  -0.039
C  0.196  -1.037  2.549  -0.081
C  0.782  1.258  2.880  -0.191
C  -0.548  -2.004  -2.551  -0.138
H  -0.858  -0.803  2.407  0.094
H  1.645  2.840  1.652  0.111
H  0.601  3.358  2.961  0.125
H  -1.279  2.062  1.573  0.122
H  4.103  -1.535  -1.586  0.112
H  3.032  -4.957  1.892  0.081
H  0.410  -1.967  2.031  0.073
H  2.511  -1.420  1.863  0.072
H  -0.766  -4.170  -2.120  0.155
H  3.563  1.438  1.904  0.106
H  2.948  1.372  -0.327  0.102
H  1.426  1.128  -4.848  0.119
H  1.036  3.162  -6.187  0.113
H  0.106  5.210  -5.133  0.107
H  -3.082  -2.906  -3.380  0.123
H  -0.107  -4.566  -4.522  0.111
H  4.487  -0.043  1.818  0.118
H  2.161  -3.953  -5.164  0.107
H  -0.427  5.192  -2.726  0.116
H  1.404  -5.392  1.548  0.108
H  2.649  -0.420  3.303  0.130
H  -5.055  0.720  -2.191  0.110
H  3.562  -2.476  -3.735  0.121
H  0.392  -1.162  3.619  0.107
H  -5.177  -1.553  -3.213  0.116
H  -0.495  4.191  -0.706  0.132
H  -2.864  1.531  -1.348  0.107
H  -0.184  1.107  3.363  0.120
H  1.526  1.283  3.679  0.128
H  4.366  0.390  -0.483  0.126
H  -0.007  -1.450  -3.327  0.161
H  -0.848  3.720  1.193  0.115

Output
**Total charge**: +1
**Orbital gap**: 7.9983 eV
**ΔE to the lowest compared entry with this formula, charge and spin**: 2.634 eV

=====

The following is a DFT calculation (ωB97M-V with the def2-TZVPD basis set) of 2 unconnected molecules or ions with the total composition C7H15F3N2O2S.

Each line ends with the Löwdin charge.
Element x y z (Å)
S  0.079  0.826  -1.927  0.917
F  1.644  -1.951  1.715  0.049
F  3.617  -1.237  2.239  0.111
F  3.089  -1.351  0.112  0.060
O  1.793  2.679  -0.176  -0.220
O  -2.848  -2.071  0.531  -0.195
N  -0.323  0.456  -0.415  -0.465
N  -0.523  -0.395  -2.705  -0.384
C  1.566  1.685  0.793  -0.228
C  -4.138  -2.293  0.197  -0.200
C  2.989  -1.992  1.336  -0.212
C  -0.854  -0.879  -0.190  -0.250
C  3.141  2.682  -0.560  -0.127
C  -2.294  -0.878  -0.152  -0.189
C  0.042  1.373  0.667  -0.176
H  1.745  2.070  1.853  0.139
H  -0.328  0.874  1.677  0.162
H  -0.520  -1.511  -0.987  0.086
H  -2.919  -0.981  -1.061  0.110
H  -0.392  -0.121  -3.692  -0.020
H  -0.456  -1.194  0.827  0.137
H  3.836  3.046  0.201  0.090
H  -4.195  -3.244  -0.398  0.095
H  2.280  0.837  0.697  0.101
H  3.195  3.492  -1.313  0.099
H  -4.607  -1.426  -0.378  0.101
H  -2.729  0.021  0.401  0.149
H  -4.837  -2.529  1.035  0.087
H  -0.566  2.235  0.662  0.096
H  3.515  1.776  -0.987  0.077

Output
**Orbital gap (alpha / beta)**: 9.2955 / 4.3663 eV

=====

The following is a DFT calculation (ωB97M-V with the def2-TZVPD basis set) of 2 unconnected molecules or ions with the total composition C24H27BF4N.

Each line ends with the Löwdin charge.
Element x y z (Å)
F  2.697  -0.657  4.394  0.073
F  -4.528  3.155  6.017  0.067
F  4.692  2.796  6.965  0.075
F  -3.131  -1.357  5.495  0.064
N  0.520  -1.900  9.984  -0.142
C  1.131  -4.919  12.099  -0.049
C  -1.456  -3.246  9.229  -0.051
C  1.107  -4.018  11.035  -0.045
C  2.339  2.478  7.086  0.094
C  -0.123  -2.413  12.368  0.000
C  0.477  -2.778  11.182  -0.256
C  -1.611  0.232  6.398  0.036
C  -0.080  -3.317  13.456  -0.043
C  3.565  2.115  6.566  -0.201
C  -3.568  2.183  6.186  -0.208
C  -3.883  0.882  5.782  0.113
C  -0.101  -2.678  8.836  -0.177
C  -1.326  1.547  6.843  -0.191
C  1.303  0.834  5.605  0.090
C  -2.868  -0.065  5.896  -0.201
C  2.571  0.445  5.211  -0.202
C  1.172  1.739  6.700  -0.185
C  -0.042  1.844  7.412  0.124
C  0.534  -4.561  13.316  -0.070
C  2.241  -0.817  8.506  -0.062
C  3.735  1.062  5.662  0.141
C  -2.344  2.535  6.728  0.078
C  2.005  -1.703  9.703  -0.363
C  2.720  -1.167  10.933  -0.025
B  -0.258  -0.478  10.082  -0.300
H  -2.146  -2.474  9.580  0.072
H  -0.170  0.115  8.953  0.045
H  2.403  -2.694  9.459  0.131
H  2.734  -1.891  11.754  0.091
H  -0.007  2.337  8.388  0.156
H  3.765  -0.960  10.670  0.095
H  -0.533  -3.022  14.409  0.114
H  0.557  -5.267  14.147  0.111
H  0.587  -3.488  8.579  0.121
H  3.321  -0.763  8.305  0.102
H  -0.842  -0.538  6.479  0.115
H  2.270  -0.236  11.290  0.081
H  1.627  -5.885  11.954  0.116
H  -0.177  -1.997  7.983  0.092
H  -1.911  -3.711  8.349  0.089
H  -1.374  -4.015  10.008  0.088
H  0.241  0.227  10.938  0.046
H  1.889  0.205  8.681  0.060
H  1.595  -4.290  10.086  0.119
H  4.719  0.734  5.341  0.157
H  -0.615  -1.442  12.461  0.112
H  1.753  -1.204  7.604  0.081
H  2.245  3.302  7.791  0.150
H  0.429  0.381  5.147  0.131
H  -2.130  3.558  7.037  0.142
H  -1.441  -0.641  10.307  0.048
H  -4.865  0.624  5.400  0.149

Output
**Total charge**: +1
**Orbital gap**: 5.4797 eV